# 1
ORCA calculation (ωB97M-V with the def2-TZVPD basis set) on a structure of composition C11H18Cl2N2O3PdS at a distorted geometry.

As for the expectation value of S²: 2.01. The value obtained for the orbital gap (spin up / spin down) is 9.91 / 6.63 eV. Its relative energy (zero: lowest compared OMol25 entry of this formula, charge and spin) is 26.5 kJ/mol. The total energy comes out at -60164.21928 eV. The highest occupied orbital energy (spin up / spin down) is -15.87 / -15.93 eV.

Structure (ORCA input):
```
! wB97M-V def2-TZVPD RIJCOSX def2/J DEFGRID3
* xyz 2 3
Pd 0.54656 -1.61079 0.03641
C 2.50128 1.88207 3.65078
O 1.78373 0.66456 3.36762
C 1.59708 0.22738 2.16314
O 1.00431 -0.84418 1.99194
N 2.04477 0.95360 1.11093
N 1.88487 0.43457 -0.17917
H 2.47005 1.98370 4.72911
H 2.00772 2.74245 3.19725
H 3.53893 1.80871 3.32518
H 2.58998 1.79182 1.23442
H 2.79460 0.24834 -0.59050
H 1.39536 1.10993 -0.75852
C -1.35825 3.75896 -0.93395
C -1.42272 2.27971 -1.16882
C -1.37270 1.37506 -0.10925
C -1.50414 0.00355 -0.31664
C -1.69453 -0.46826 -1.62177
C -1.70156 0.41106 -2.69318
C -1.57082 1.77203 -2.46363
S -1.86903 -2.22809 -1.95405
C -3.29817 -2.60131 -0.92324
O -0.66029 -2.81437 -1.21823
H -1.42201 4.00039 0.12485
H -2.18547 4.24786 -1.44899
H -0.43753 4.18728 -1.33410
H -1.27780 1.74584 0.90491
H -1.64750 -0.63496 0.55728
H -1.82406 0.03311 -3.70107
H -1.60797 2.45508 -3.30350
H -3.09513 -2.34099 0.11310
H -3.50283 -3.66716 -1.00917
H -4.14225 -2.03156 -1.31279
Cl 2.71285 -2.85029 -0.84293
C 2.37273 -4.32545 0.10022
Cl 0.98699 -4.01325 1.16387
H 3.23971 -4.56518 0.70381
H 2.12325 -5.12120 -0.59130
*
```

Results of the Mulliken charge analysis, in e, for atoms 1 through 6: Pd 0.62; C -0.84; O -0.30; C 0.84; O -0.51; N -0.02



# 2
ORCA calculation (ωB97M-V with the def2-TZVPD basis set) on a structure of composition C11H18ClO3PmSTc at a distorted geometry.

As for the expectation value of S²: 15.95. The value obtained for the orbital gap (spin up / spin down) is 6.33 / 7.09 eV. Its relative energy (zero: lowest compared OMol25 entry of this formula, charge and spin) is 0.0 kJ/mol. The total energy comes out at -59947.91019 eV. The highest occupied orbital energy (spin up / spin down) is -8.15 / -8.13 eV.

Structure (ORCA input):
```
! wB97M-V def2-TZVPD RIJCOSX def2/J DEFGRID3
* xyz 0 8
Pm 1.26025 3.22476 -2.78964
Cl 2.26450 2.67352 -0.42939
C -0.19243 5.02872 -2.20959
C 3.38452 3.34906 -3.88959
H -0.22166 5.78205 -3.01698
H -1.21623 4.65068 -2.03954
H 0.15645 5.51357 -1.28086
H 3.36639 4.08503 -4.71272
H 3.66292 2.36279 -4.30137
H 4.16128 3.64849 -3.16376
Tc 0.61374 0.73629 -1.02441
C 1.56740 -1.09156 -1.19343
C 0.11650 1.00392 -2.84048
H 1.59486 -1.47013 -2.23177
H 2.60862 -1.01619 -0.81364
H 1.07115 -1.85559 -0.55560
H 0.70858 0.69285 -3.73775
H -0.77705 1.45452 -3.32541
C -2.61084 -4.71068 3.17235
C -1.95094 -3.42962 2.76931
C -0.76813 -3.03458 3.39413
C -0.15712 -1.83014 3.07228
C -0.77928 -1.00792 2.12431
C -1.92833 -1.40377 1.44366
C -2.50265 -2.62323 1.77448
S -0.04498 0.57334 1.77022
O -0.27787 1.52378 2.81176
O 1.33549 0.29804 1.31717
O -0.79503 0.94874 0.45189
H -1.93975 -5.56154 3.02143
H -2.87447 -4.68877 4.23447
H -3.52047 -4.87782 2.59377
H -0.32732 -3.68687 4.14537
H 0.77508 -1.52614 3.54163
H -2.36147 -0.78428 0.65994
H -3.40171 -2.95131 1.25777
*
```

Results of the Mulliken charge analysis, in e, for atoms 1 through 6: Pm 1.28; Cl -0.39; C -1.24; C -1.19; H 0.32; H 0.27



# 3
ORCA calculation (ωB97M-V with the def2-TZVPD basis set) on a structure of composition C11H18F8NO2S2Si at a distorted geometry.

The value obtained for the orbital gap is 8.53 eV. The total energy comes out at -68565.17956 eV. The highest occupied orbital energy is -13.24 eV.

Structure (ORCA input):
```
! wB97M-V def2-TZVPD RIJCOSX def2/J DEFGRID3
* xyz 1 1
C 2.03383 -2.65034 1.99260
Si 2.54559 -4.09869 0.88861
C 2.93788 -3.42690 -0.81899
C 4.12957 -4.82704 1.57986
O 1.43220 -5.37443 0.87651
C 0.27831 -5.30295 0.08940
C -0.97753 -4.92721 0.87434
S -1.21149 -3.14169 0.90503
N -2.20395 -2.88309 -0.42128
C -2.35182 -1.67338 -0.67196
S -2.44457 -0.18227 -0.96188
H 2.82561 -2.50728 2.72553
H 1.99555 -1.72755 1.41752
H 1.11703 -2.79635 2.56105
H 2.06060 -3.17469 -1.41337
H 3.47794 -2.49562 -0.65668
H 3.58005 -4.12758 -1.34458
H 4.32429 -4.51167 2.59850
H 4.06069 -5.91146 1.50924
H 4.95586 -4.54388 0.93146
H 0.08278 -6.30347 -0.29671
H 0.36244 -4.65091 -0.78660
H -1.84266 -5.32851 0.34749
H -0.99765 -5.32924 1.88296
H -1.96704 -2.96029 2.01714
C -1.89958 5.13827 -2.28465
C -2.15968 3.84030 -1.50842
C -3.18703 3.87438 -0.37609
F -2.82789 4.70928 0.60849
F -3.26677 2.61963 0.15307
F -0.99319 3.33100 -1.05268
F -2.65646 2.93774 -2.41337
O -0.76604 5.89582 -1.92531
C -0.81869 6.82595 -0.91408
C 0.12477 6.45932 0.23608
F -0.19228 5.24784 0.74191
F -0.00253 7.37510 1.21717
F -2.07844 7.02336 -0.48644
F -0.38074 7.99328 -1.42408
H -1.68494 4.81355 -3.30198
H -2.79801 5.75294 -2.34954
H -4.17377 4.15842 -0.74942
H 1.15771 6.44060 -0.11613
*
```

Results of the Mulliken charge analysis, in e, for atoms 1 through 6: C -1.14; Si 0.79; C -1.17; C -1.16; O -0.44; C -0.49